{
  "formula": "C2HNO3S",
  "method": "wB97M-V/def2-TZVPD",
  "symbols": ["C", "C", "N", "O", "O", "O", "S", "H"],
  "positions_angstrom": [[-3.62325, 0.63214, 0.15622], [-1.72452, -1.35651, 0.13368], [-3.10934, -0.08387, 0.96495], [-4.21465, 1.19339, -0.65322], [-2.01236, -2.25120, -0.52429], [-0.73711, -0.71514, 0.49685], [0.90464, -1.23019, 0.12158], [1.27513, 0.08410, 0.42855]],
  "atomic_forces_ev_per_a": [[0.4, -1.6, -0.2], [-3.0, 2.1, 0.2], [2.8, -2.6, 0.7], [-1.3, 2.0, -1.6], [-0.8, -1.2, -0.4], [2.3, 1.4, 1.3], [-0.3, 1.4, 0.3], [-0.1, -1.4, -0.4]],
  "largest_force_ha_per_bohr": 0.0758,
  "homo_lumo_gap_ev": 8.0,
  "e_lumo_ha": -0.0701
}

***

{
  "formula": "C13H13Co2N2O6Si",
  "method": "wB97M-V/def2-TZVPD",
  "symbols": ["O", "C", "Co", "C", "O", "C", "O", "C", "C", "C", "Co", "C", "O", "C", "O", "C", "O", "H", "H", "H", "C", "Si", "C", "C", "C", "N", "N", "H", "H", "H", "H", "H", "H", "H", "H", "H", "H"],
  "positions_angstrom": [[5.26086, 0.46609, -0.60501], [4.78072, -0.55302, -0.34187], [3.85241, -1.97881, 0.12439], [3.59671, -2.85493, -1.37101], [3.29923, -3.44846, -2.31994], [4.99058, -3.09460, 0.86292], [5.63656, -3.86450, 1.43778], [2.60058, -1.76513, 1.55387], [1.86787, -1.19433, 0.48947], [1.50308, -0.01125, -0.04872], [1.18742, -2.91213, 1.27939], [0.35218, -3.69849, -0.04759], [-0.15090, -4.12644, -0.99944], [-0.07717, -2.30516, 2.34117], [-0.85354, -1.72924, 2.97671], [1.89394, -4.32280, 2.08337], [2.47184, -5.19978, 2.57031], [2.90423, -1.35915, 2.52481], [0.93985, 0.08047, -0.96217], [1.76449, 0.87246, 0.52968], [-4.24608, 1.15256, -1.22764], [-3.01650, 2.48010, -0.77094], [-3.17816, 4.01840, -1.82144], [-3.08101, 2.92855, 1.04569], [-1.31001, 1.68756, -1.05430], [-0.25392, 2.38029, -0.57060], [0.77140, 2.80977, -0.21146], [-5.27172, 1.48753, -1.03889], [-4.16788, 0.88216, -2.28637], [-4.07149, 0.24366, -0.64059], [-4.16330, 4.48251, -1.70640], [-2.43185, 4.77731, -1.56323], [-3.04443, 3.79406, -2.88447], [-4.07526, 3.29892, 1.31709], [-2.86968, 2.06545, 1.68657], [-2.36292, 3.70865, 1.32178], [-1.04814, 0.80174, -1.67290]],
  "atomic_forces_ev_per_a": [[-1.4, -3.3, 0.5], [2.5, 4.3, 0.0], [-3.3, -0.6, 0.3], [-1.7, -3.1, -5.4], [1.1, 1.8, 2.8], [2.7, -2.1, 3.1], [-2.0, 2.2, -2.1], [-0.3, 2.9, 2.1], [-0.2, -1.3, 2.0], [0.9, -0.4, 0.4], [3.2, 0.4, -2.6], [-3.2, -2.0, -4.9], [1.7, 1.2, 3.0], [-2.5, 2.8, 2.2], [2.2, -2.1, -1.8], [2.2, -3.9, 3.0], [-1.8, 2.7, -1.6], [-0.1, -0.1, -0.4], [-0.4, 0.0, 0.1], [0.5, 0.2, -0.7], [0.0, -0.1, 0.0], [0.3, -0.1, 0.0], [0.0, 0.1, -0.2], [-0.1, 0.0, 0.2], [1.4, 1.4, 0.9], [2.2, -0.8, -0.3], [-4.0, -0.9, -1.1], [0.1, -0.1, 0.0], [0.0, 0.1, 0.1], [-0.1, 0.1, 0.0], [0.1, -0.1, 0.0], [0.0, -0.1, 0.1], [0.0, 0.0, 0.1], [0.1, 0.0, 0.0], [-0.1, 0.0, -0.1], [-0.1, 0.0, -0.2], [0.0, 0.9, 0.5]],
  "largest_force_ha_per_bohr": 0.1253,
  "homo_lumo_gap_ev": 4.7,
  "charge": 1,
  "e_lumo_ha": -0.2317
}

***

{
  "formula": "C19H26LaN5O3",
  "method": "wB97M-V/def2-TZVPD",
  "symbols": ["La", "O", "C", "C", "C", "C", "N", "C", "C", "C", "C", "C", "C", "O", "C", "C", "N", "H", "H", "H", "H", "H", "H", "H", "H", "H", "H", "H", "H", "O", "C", "N", "C", "C", "N", "C", "C", "C", "C", "N", "H", "H", "H", "H", "H", "H", "H", "H", "H", "H", "H", "H", "H", "H"],
  "positions_angstrom": [[0.97283, -1.11977, -1.06860], [1.69244, 5.78499, 1.33091], [1.04643, 5.63463, 0.06897], [1.20364, 4.19024, -0.36521], [1.01809, 3.70663, -1.68898], [1.00408, 2.36292, -1.93331], [1.25162, 1.46088, -0.97672], [1.60265, 1.90111, 0.25935], [1.59926, 3.26940, 0.58382], [1.96641, 0.95030, 1.31634], [2.19073, 1.42933, 2.60097], [2.55813, 0.53711, 3.61258], [2.99087, 1.01805, 4.99552], [3.08163, 2.43607, 4.84047], [2.57334, -0.82513, 3.28744], [2.31010, -1.25974, 2.01406], [1.97746, -0.36661, 1.05231], [1.72146, 6.69883, 1.64016], [1.48648, 6.32820, -0.66288], [-0.04218, 5.90955, 0.12678], [0.82838, 4.39398, -2.52933], [0.71396, 1.99520, -2.89390], [1.95438, 3.62483, 1.56786], [2.06158, 2.47057, 2.90562], [3.96020, 0.54368, 5.26857], [2.19922, 0.75428, 5.74761], [3.41279, 2.86133, 5.64015], [2.78159, -1.57421, 4.02298], [2.37703, -2.30830, 1.65550], [2.38256, -5.51781, -1.04644], [1.99666, -4.42537, -0.89832], [1.65214, -3.26750, -0.71018], [-4.37523, -3.54130, -2.23839], [-3.98928, -2.08777, -2.53420], [-2.62485, -1.80467, -2.02054], [-1.50778, -1.86643, -2.99942], [-0.81064, -3.20727, -2.99876], [-2.44038, -1.47742, -0.72532], [-3.66297, -1.20053, 0.13950], [-1.21990, -1.33928, -0.19745], [-5.40841, -3.75396, -2.60077], [-4.34899, -3.77954, -1.17890], [-3.70313, -4.22088, -2.75563], [-4.69059, -1.33460, -2.21569], [-3.95585, -1.96326, -3.60924], [-0.82366, -1.02116, -2.76091], [-1.90824, -1.61329, -3.97748], [-0.62145, -3.59575, -2.00165], [0.12204, -3.12074, -3.55746], [-1.38498, -4.00670, -3.47430], [-4.18023, -0.31054, -0.21877], [-3.27931, -1.01823, 1.14026], [-4.38555, -2.00344, 0.18153], [-1.32662, -1.33089, 0.83952]],
  "atomic_forces_ev_per_a": [[0.7, -0.6, -0.6], [-0.2, -0.3, -0.2], [-0.1, 0.8, 0.1], [0.2, 0.0, -0.7], [-0.5, 1.6, 0.2], [0.0, 0.2, 0.8], [0.5, -0.3, 1.0], [-0.2, 1.3, -0.7], [0.3, -0.6, 0.3], [-0.5, -0.2, 1.0], [0.2, -0.1, 0.9], [0.1, -0.6, -0.2], [-0.7, 0.6, -0.4], [0.2, -0.4, 0.4], [0.1, -0.1, 0.3], [-0.3, 0.2, -0.8], [0.5, -0.1, -0.2], [-0.2, -0.1, -0.4], [0.0, -0.3, 0.0], [0.7, -0.5, 0.0], [0.0, -0.3, 0.6], [0.1, -0.2, -0.6], [-0.6, -0.2, -1.0], [0.3, -0.6, -0.3], [-0.6, 0.3, -0.1], [0.7, 0.0, -0.5], [0.0, -0.2, 0.0], [0.3, -0.2, 0.4], [-0.1, 0.7, 0.6], [-0.5, 0.6, 0.0], [0.5, 0.3, 0.4], [0.3, -1.0, -0.3], [-1.0, 0.2, -0.3], [0.5, -0.7, -0.3], [0.1, 0.9, 0.4], [-0.7, 0.1, 1.1], [0.2, -0.4, -0.2], [-0.2, -0.2, -0.5], [0.8, -0.1, 0.0], [-1.5, -0.3, 0.6], [0.7, 0.2, 0.2], [0.0, 0.0, 0.1], [0.0, 0.0, 0.0], [-0.2, 0.1, 0.5], [0.2, 0.0, -0.3], [-0.4, -0.2, -0.3], [0.0, 0.0, 0.0], [0.2, 0.2, 0.2], [0.2, -0.2, 0.0], [-0.1, 0.4, -0.2], [0.1, 0.1, 0.0], [-0.3, 0.1, 0.1], [0.0, -0.3, -0.1], [0.2, 0.3, -1.0]],
  "largest_force_ha_per_bohr": 0.0332,
  "homo_lumo_gap_ev": 8.5,
  "charge": 2,
  "e_lumo_ha": -0.2358
}